*one*
The following is a DFT calculation (the ωB97M-V functional and the def2-TZVPD basis) of a single C20H22N2O3 molecule.

Last column: Löwdin charge in e.
Atoms and positions in Å:
O 4.70 1.09 -0.72  -0.0754
O 4.56 -0.71 1.09  -0.0685
O -2.90 1.49 2.15  0.0736
N -0.23 0.28 1.51  0.1676
N -3.27 0.98 -0.02  -0.0571
C -2.09 -1.72 -0.18  -0.0447
C 2.19 -0.36 1.47  0.0541
C -1.81 -0.70 -1.09  -0.2200
C 4.86 2.07 -1.70  -0.0917
C 1.06 0.36 1.08  -0.2032
C 3.38 -0.08 0.83  -0.1954
C -0.63 -0.76 -1.81  -0.0445
C -2.78 0.44 -1.27  -0.0995
C -1.01 1.14 0.78  -0.1859
C 1.11 1.35 0.07  -0.1711
C 2.33 1.63 -0.56  0.0415
C 3.45 0.92 -0.18  -0.1987
C -1.19 -2.76 0.01  -0.0843
C -5.45 -0.12 0.41  -0.0740
C 0.27 -1.79 -1.62  -0.0730
C -2.46 1.22 1.04  -0.4051
C -0.01 -2.79 -0.70  -0.0918
C 4.58 -1.71 2.08  -0.0879
C -4.70 1.18 0.13  -0.2018
C -0.21 1.83 -0.10  0.0171
H 4.30 -1.31 3.06  0.0963
H 4.61 3.07 -1.33  0.0961
H 2.37 2.38 -1.32  0.1106
H 5.92 2.04 -1.97  0.0933
H 4.26 1.86 -2.59  0.0944
H -0.53 2.60 -0.77  0.1193
H -1.42 -3.54 0.72  0.1016
H -0.40 0.02 -2.52  0.1174
H 2.11 -1.11 2.24  0.1100
H 3.92 -2.54 1.82  0.0944
H -5.08 1.65 -0.78  0.1216
H 5.61 -2.06 2.12  0.0942
H -4.84 1.86 0.97  0.1182
H -3.65 0.08 -1.83  0.1312
H 0.70 -3.59 -0.54  0.1002
H 1.20 -1.81 -2.18  0.1069
H -5.31 -0.84 -0.39  0.0660
H -3.01 -1.69 0.38  0.1065
H -2.30 1.23 -1.87  0.1223
H -5.11 -0.55 1.34  0.0754
H -6.52 0.09 0.50  0.0730
H -0.58 -0.33 2.23  0.1707

Values from the calculation:
**Charge**: 0
**LUMO**: 0.0276 hartree
**Multiplicity**: 1
**HOMO level**: -7.424 eV
**SMILES**: CCN(Cc1ccccc1)C(=O)c1cc2cc(OC)c(OC)cc2[nH]1



*two*
The following is a DFT calculation (the ωB97M-V functional and the def2-TZVPD basis) of 2 unconnected molecules or ions with the total composition C20H22N2O3.

Last column: Löwdin charge in e.
Atoms and positions in Å:
O 0.43 4.69 -2.56  -0.1871
O -1.40 1.28 0.43  0.1314
O -1.05 -3.39 -0.66  0.1320
N 1.41 2.98 -0.44  0.0480
N 0.03 -5.15 2.70  0.1076
C 1.62 2.63 -1.85  -0.4311
C 0.21 -4.97 1.46  -0.2472
C -3.57 -2.90 0.76  0.0106
C 1.38 5.53 -3.19  -0.1097
C -1.38 0.15 0.82  -0.2932
C -2.48 -2.04 0.64  -0.0826
C -4.88 -1.04 1.56  -0.0584
C 0.00 -1.91 0.86  -0.0325
C 2.05 -0.61 2.17  -0.0467
C 0.92 0.12 1.83  0.0022
C -2.60 -0.68 0.96  -0.0858
C -3.81 -0.17 1.42  0.0065
C 1.31 -4.10 0.88  -0.1233
C 1.15 -2.64 1.19  -0.1511
C 2.17 -1.96 1.86  -0.0168
C 0.60 3.31 -2.77  -0.2055
C 3.07 2.90 -2.22  -0.0719
C -0.12 -0.55 1.18  -0.0766
C -1.16 -2.54 0.18  -0.2891
C -4.77 -2.39 1.24  -0.0543
H -3.88 0.88 1.65  0.1207
H 3.73 2.20 -1.70  0.0732
H 2.85 -0.11 2.70  0.1097
H 1.46 1.55 -1.94  0.1341
H 3.07 -2.48 2.15  0.1120
H -5.83 -0.67 1.94  0.1049
H -5.62 -3.04 1.37  0.1053
H 2.25 -4.43 1.31  0.1130
H -3.46 -3.94 0.49  0.1210
H 1.68 5.12 -4.16  0.0890
H 1.37 -4.27 -0.20  0.1154
H -0.38 2.86 -2.58  0.1218
H 0.91 6.50 -3.35  0.0860
H 0.84 3.12 -3.83  0.1188
H 0.72 -4.61 3.23  0.0519
H 0.47 2.69 -0.16  0.0453
H 1.39 3.99 -0.37  0.0712
H 3.23 2.79 -3.29  0.0771
H -0.44 -5.45 0.74  0.0998
H 2.27 5.68 -2.57  0.0742
H 0.84 1.17 2.06  0.1172
H 3.38 3.91 -1.93  0.0631

Values from the calculation:
**Charge**: 0
**LUMO**: -0.0270 hartree
**Multiplicity**: 1
**HOMO level**: -8.989 eV
**SMILES**: [H]/N=C\Cc1cccc2c1C(=O)c1ccccc1C2=O.COC[C@@H](C)N



The structure shown above that is most stable: *one*.